# 1
The molecule C5H7NS. Source: the Open Molecules 2025 dataset; level of theory: wB97M-V/def2-TZVPD.

Each line ends with the Mulliken charge.
Cartesian coordinates (Å):
C: 0.04 1.40 0.05  0.01
C: -0.59 0.29 -0.64  -0.90
C: -0.51 -1.29 0.08  -0.51
C: 0.71 -1.47 0.73  -0.40
C: 2.26 0.96 0.04  -0.07
N: 1.29 1.72 0.38  -0.56
S: 2.12 -0.78 -0.30  -0.11
H: -0.62 2.10 0.42  0.46
H: -1.64 0.57 -0.90  0.35
H: 0.01 0.03 -1.43  0.41
H: -1.37 -1.30 0.73  0.34
H: -0.75 -2.16 -0.58  0.29
H: 0.77 -0.99 1.70  0.33
H: 3.29 1.38 0.06  0.36

Results
Energy above the lowest of the compared OMol25 structures with the same formula, charge and spin   4.6339 eV
Spin multiplicity   1
HOMO-LUMO gap (spin up / spin down)   8.1 / 6.5 eV
LUMO energy (spin up / spin down)   -0.51 / -0.91 eV
Highest occupied orbital energy (spin up / spin down)   -8.63 / -7.39 eV



# 2
The molecule C5H7NS2. Source: the Open Molecules 2025 dataset; level of theory: wB97M-V/def2-TZVPD.

Each line ends with the Mulliken charge.
Cartesian coordinates (Å):
C: -1.39 -0.15 0.02  -0.26
C: 0.27 1.56 -0.23  -0.54
C: 1.00 0.35 0.45  -0.16
C: 0.69 -1.74 -0.15  -0.69
C: -0.15 -0.75 0.72  -0.01
H: -1.68 1.57 -1.15  0.32
H: 0.46 2.66 0.26  0.24
H: 0.54 1.82 -1.32  0.26
H: 1.69 0.68 1.25  0.45
H: 0.17 -2.11 -0.94  0.44
H: 0.96 -2.49 0.66  0.30
H: -0.52 -0.98 1.80  0.33
N: -1.14 1.07 -0.30  -0.15
S: -2.88 -0.81 -0.41  -0.34
S: 1.98 -0.70 -0.68  -0.19

Results
Energy above the lowest of the compared OMol25 structures with the same formula, charge and spin   1.9484 eV
Spin multiplicity   1
HOMO-LUMO gap   8.7 eV
LUMO energy   0.49 eV
Highest occupied orbital energy   -8.23 eV
SMILES   S=C1NC[C@@H]2SC[C@H]12



# 3
C5H7O3Rb as an isolated structure. Source: the Open Molecules 2025 dataset; level of theory: wB97M-V/def2-TZVPD.

Each line ends with the Mulliken spin population.
Cartesian coordinates (Å):
O: 0.11 -0.69 2.14  0.16
C: 0.45 -1.03 3.36  0.77
C: 1.72 -0.43 3.92  -0.10
H: -0.38 -1.23 4.05  0.06
H: 2.05 -0.98 4.82  0.00
H: 2.54 -0.46 3.19  0.02
H: 1.55 0.62 4.20  0.06
O: -2.48 -1.91 1.83  0.00
O: -1.06 -1.82 0.05  0.00
C: -1.54 -1.53 1.14  0.00
Rb: 1.78 -0.81 -0.50  0.01
C: 5.30 0.73 0.45  0.00
C: 4.88 0.16 -0.70  0.00
H: 4.61 0.92 1.29  0.00
H: 6.34 1.05 0.66  0.00
H: 5.72 0.06 -1.41  0.00

Results
<S²>   0.754
Spin multiplicity   2
HOMO-LUMO gap (spin up / spin down)   4.4 / 5.4 eV
Total charge   -1
LUMO energy (spin up / spin down)   2.21 / 2.20 eV
Highest occupied orbital energy (spin up / spin down)   -2.16 / -3.20 eV



# 4
C5H7O3Yb as an isolated structure. Source: the Open Molecules 2025 dataset; level of theory: wB97M-V/def2-TZVPD.

Each line ends with the Mulliken spin population.
Cartesian coordinates (Å):
O: 1.24 -0.24 0.00  0.01
Yb: 2.49 1.92 -0.24  0.01
O: 0.27 1.63 -0.40  0.00
C: 0.08 0.44 -0.12  0.01
O: -1.00 -0.20 0.09  0.00
C: 1.28 -1.71 0.22  -0.06
C: 2.65 -2.19 0.01  0.88
H: 0.91 -1.89 1.24  0.02
H: 0.57 -2.14 -0.50  0.07
H: 3.02 -3.03 0.60  0.02
H: 3.24 -1.81 -0.83  0.03
C: -2.61 -0.01 -0.64  0.00
C: -3.68 -0.54 0.04  0.00
H: -4.66 -0.19 -0.31  0.00
H: -3.58 -0.31 1.12  0.00
H: -3.08 -1.48 -0.77  0.00

Results
Energy above the lowest of the compared OMol25 structures with the same formula, charge and spin   4.3584 eV
<S²>   0.753
Spin multiplicity   2
HOMO-LUMO gap (spin up / spin down)   6.6 / 7.4 eV
Total charge   +2
LUMO energy (spin up / spin down)   -9.00 / -9.08 eV
Highest occupied orbital energy (spin up / spin down)   -15.60 / -16.52 eV



# 5
The molecule C5H7P. Source: the Open Molecules 2025 dataset; level of theory: wB97M-V/def2-TZVPD.

Each line ends with the Mulliken charge.
Cartesian coordinates (Å):
C: -0.68 -0.21 0.50  -0.03
C: -0.93 0.66 -0.60  0.19
C: -0.88 1.93 -0.81  -0.78
C: -0.11 -0.61 -0.80  -0.75
C: 1.64 -0.73 1.96  -0.63
P: 0.42 0.44 1.84  -0.02
H: -1.49 -0.86 0.99  0.32
H: -0.82 2.31 -1.87  0.25
H: -1.38 2.55 -0.12  0.33
H: 1.02 -0.50 -0.87  0.27
H: -0.54 -1.40 -1.41  0.24
H: 2.24 -0.69 2.78  0.31
H: 1.74 -1.41 1.19  0.30

Results
Energy above the lowest of the compared OMol25 structures with the same formula, charge and spin   2.5768 eV
Spin multiplicity   1
HOMO-LUMO gap   9.4 eV
LUMO energy   0.21 eV
Highest occupied orbital energy   -9.14 eV
SMILES   C=P[C@@H]1CC1=C



# 6
A 2-piece molecular cluster, C5H8 overall. Source: the Open Molecules 2025 dataset; level of theory: wB97M-V/def2-TZVPD.

Each line ends with the Mulliken charge.
Cartesian coordinates (Å):
C: -1.94 0.98 -1.34  -0.12
C: -2.50 1.34 -0.23  -0.57
C: 1.00 -1.52 0.98  -0.77
C: 1.40 -0.43 0.49  0.15
C: 1.00 0.10 -0.77  -0.31
H: -1.96 1.33 0.65  0.27
H: -3.51 1.23 0.10  0.32
H: 1.38 -1.88 1.95  0.24
H: 0.48 -2.36 0.60  0.31
H: 1.96 0.34 1.03  0.24
H: 1.68 0.97 -1.22  0.26
H: 0.05 0.55 -0.70  -0.36
H: 0.96 -0.65 -1.54  0.34

Results
Energy above the lowest of the compared OMol25 structures with the same formula, charge and spin   5.3831 eV
Spin multiplicity   1
HOMO-LUMO gap   9.4 eV
LUMO energy   -0.43 eV
Highest occupied orbital energy   -9.81 eV



# 7
The molecule C5H8. Source: the Open Molecules 2025 dataset; level of theory: wB97M-V/def2-TZVPD.

Each line ends with the Mulliken charge.
Cartesian coordinates (Å):
C: 0.04 -1.39 -0.29  -1.19
C: -0.08 0.07 0.23  1.04
C: 1.21 0.53 0.91  -1.35
C: -0.76 0.89 -0.77  -1.06
C: -1.66 1.33 -1.45  -0.03
H: -0.61 -1.58 -1.15  0.38
H: 1.07 -1.61 -0.61  0.32
H: -0.21 -2.10 0.50  0.30
H: -0.85 0.20 1.00  0.11
H: 1.30 -0.06 1.83  0.34
H: 1.16 1.58 1.20  0.35
H: 2.12 0.36 0.32  0.36
H: -2.22 1.70 -2.27  0.43

Results
Energy above the lowest of the compared OMol25 structures with the same formula, charge and spin   1.7013 eV
Spin multiplicity   1
HOMO-LUMO gap   10.8 eV
LUMO energy   1.03 eV
Highest occupied orbital energy   -9.76 eV
SMILES   C#CC(C)C



# 8
A 2-piece molecular cluster, C5H8 overall. Source: the Open Molecules 2025 dataset; level of theory: wB97M-V/def2-TZVPD.

Each line ends with the Mulliken charge.
Cartesian coordinates (Å):
C: 0.90 1.42 0.05  -1.06
C: 0.54 -0.01 -0.17  0.57
C: 1.33 -1.02 0.25  -0.95
H: -1.62 -1.29 1.61  -0.06
H: 1.16 1.86 -0.93  0.27
H: 1.74 1.54 0.76  0.34
H: 0.01 1.95 0.45  0.29
H: 2.27 -0.79 0.75  0.28
H: 1.08 -2.06 0.10  0.31
C: -0.72 -0.19 -0.84  -0.50
C: -1.78 -0.09 -1.41  0.05
H: -2.21 -1.47 1.27  0.06
H: -2.69 0.17 -1.88  0.42

Results
Energy above the lowest of the compared OMol25 structures with the same formula, charge and spin   2.9156 eV
Spin multiplicity   1
HOMO-LUMO gap   10.3 eV
LUMO energy   1.11 eV
Highest occupied orbital energy   -9.17 eV
SMILES   C#CC(=C)C.[H][H]



# 9
The molecule C5H8. Source: the Open Molecules 2025 dataset; level of theory: wB97M-V/def2-TZVPD.

Each line ends with the Mulliken charge.
Cartesian coordinates (Å):
C: 0.31 -0.97 -0.29  -0.31
C: -0.38 -0.16 0.48  0.00
C: 1.20 -0.15 -1.20  -0.33
C: 0.81 1.27 -0.73  -0.88
C: -1.55 -0.12 1.40  -1.02
H: 0.06 -2.01 -0.36  0.42
H: 2.26 -0.30 -0.88  0.17
H: 1.07 -0.58 -2.12  0.39
H: 0.01 1.75 -1.09  0.36
H: 1.54 1.81 -0.26  0.31
H: -2.52 0.00 0.90  0.24
H: -1.44 0.52 2.17  0.35
H: -1.39 -1.05 2.00  0.29

Results
Energy above the lowest of the compared OMol25 structures with the same formula, charge and spin   4.3321 eV
Spin multiplicity   1
HOMO-LUMO gap   8.7 eV
LUMO energy   0.91 eV
Highest occupied orbital energy   -7.82 eV



# 10
C5H8 as an isolated structure. Source: the Open Molecules 2025 dataset; level of theory: wB97M-V/def2-TZVPD.

Each line ends with the Mulliken charge.
Cartesian coordinates (Å):
C: -0.09 -0.35 0.52  0.27
C: 1.22 -0.06 1.10  -1.37
C: 0.30 -0.66 -1.22  -0.71
C: -0.83 0.03 -1.34  -0.13
C: -0.99 0.74 -0.03  -0.60
H: 0.97 0.35 2.07  0.40
H: -0.68 -1.02 1.20  0.34
H: 1.73 0.65 0.45  0.34
H: 1.76 -1.02 1.15  0.28
H: 0.75 -1.14 -2.14  0.31
H: -1.61 -0.09 -2.06  0.37
H: -0.51 1.73 -0.03  0.23
H: -2.02 0.83 0.32  0.28

Results
Energy above the lowest of the compared OMol25 structures with the same formula, charge and spin   3.3532 eV
Spin multiplicity   1
HOMO-LUMO gap   9.6 eV
LUMO energy   1.24 eV
Highest occupied orbital energy   -8.37 eV



# 11
C5H8 as an isolated structure. Source: the Open Molecules 2025 dataset; level of theory: wB97M-V/def2-TZVPD.

Each line ends with the Mulliken charge.
Cartesian coordinates (Å):
C: -0.07 -0.60 0.81  -0.40
C: -1.16 -0.15 -0.16  -0.45
C: -0.64 1.10 -0.83  -0.15
C: 0.59 1.55 -0.94  -0.74
C: 1.30 -0.37 0.19  -0.84
H: -0.19 -1.66 1.06  0.26
H: -0.16 -0.03 1.74  0.27
H: -1.36 -0.92 -0.92  0.24
H: -2.12 0.04 0.35  0.30
H: -1.33 1.78 -1.34  0.36
H: 1.51 0.71 -0.22  0.42
H: 1.49 -1.03 -0.66  0.34
H: 2.12 -0.42 0.91  0.39

Results
Energy above the lowest of the compared OMol25 structures with the same formula, charge and spin   3.4982 eV
Spin multiplicity   1
HOMO-LUMO gap   10.3 eV
LUMO energy   0.80 eV
Highest occupied orbital energy   -9.53 eV



# 12
The molecule C5H8. Source: the Open Molecules 2025 dataset; level of theory: wB97M-V/def2-TZVPD.

Each line ends with the Mulliken charge.
Cartesian coordinates (Å):
C: -0.25 -0.17 0.46  0.46
C: -0.21 1.15 1.19  -1.38
C: 1.09 -0.76 -0.01  -0.69
C: 0.62 -1.00 -1.23  -0.22
C: -0.65 -0.22 -1.05  -0.72
H: -1.21 1.57 1.29  0.34
H: -0.91 -0.86 1.00  0.29
H: 0.45 1.84 0.66  0.35
H: 0.21 0.96 2.19  0.32
H: 2.11 -0.94 0.37  0.35
H: 0.96 -1.64 -2.02  0.39
H: -0.61 0.78 -1.51  0.23
H: -1.59 -0.70 -1.34  0.27

Results
Energy above the lowest of the compared OMol25 structures with the same formula, charge and spin   1.2890 eV
Spin multiplicity   1
HOMO-LUMO gap   10.5 eV
LUMO energy   1.26 eV
Highest occupied orbital energy   -9.21 eV
SMILES   C[C@@H]1C=CC1



Number 1: calculated total energy -17619.012 eV. Number 2: calculated total energy -28456.918 eV. Number 3: calculated total energy -12093.564 eV. Number 4: calculated total energy -42947.203 eV. Number 5: calculated total energy -14583.121 eV. Number 6: calculated total energy -5308.784 eV. Number 7: calculated total energy -5312.466 eV. Number 8: calculated total energy -5311.251 eV. Number 9: calculated total energy -5309.835 eV. Number 10: calculated total energy -5310.814 eV. Number 11: calculated total energy -5310.669 eV. Number 12: calculated total energy -5312.878 eV.